Record 1
A cluster of 7 separate species, C44H56N9O7P2 in total. Source: OMol25; level of theory: wB97M-V/def2-TZVPD.

Each line ends with the Mulliken charge.
Element x y z (Å)
C -5.095 -2.978 -0.731  0.349
C 5.913 -0.022 5.506  -0.192
H 0.045 0.448 -3.692  0.112
O 0.790 -0.485 1.462  0.037
C -9.662 -4.838 1.968  -0.404
H -1.640 -0.845 -0.055  0.300
P -2.669 0.728 -2.840  0.884
H 2.256 -1.912 5.579  0.504
H 4.081 -0.330 8.811  0.366
C 3.522 5.262 -2.797  -0.186
H -0.583 -2.249 -0.021  0.545
H -10.011 -5.809 2.290  0.357
O -3.104 0.806 -1.276  -0.404
C 4.537 3.310 -4.383  -0.500
C -9.165 -4.656 0.687  -0.199
H -4.972 -3.717 -1.533  -0.060
H 9.956 0.184 -7.193  0.366
H 6.163 4.647 -4.800  0.295
H -9.248 -1.645 2.988  0.358
C -1.166 -1.603 -0.699  -0.476
C 8.281 3.026 -6.506  -0.027
H 7.726 -0.503 6.555  0.359
N 2.836 4.122 -2.896  -0.275
C -3.402 -7.443 -1.243  -0.231
N -0.195 -0.987 -1.634  0.089
H 0.455 -0.748 6.672  0.437
P -0.880 -0.490 -3.173  -0.267
N -3.941 -6.371 -1.825  -0.341
C -9.697 -3.745 2.818  -0.178
H -3.534 -7.505 -0.169  0.373
H -2.056 -9.051 -3.881  0.374
N 1.877 -0.381 -0.610  -0.158
C 9.363 0.882 -5.249  -0.431
C -0.206 0.090 3.490  -0.244
C -2.584 -8.301 -3.306  -0.133
C -1.792 7.291 3.296  -0.174
C -0.346 0.046 4.853  -0.761
C 0.560 -0.696 5.593  -0.669
C -2.716 -8.430 -1.933  -0.491
H -10.077 -3.845 3.827  0.371
C -1.434 5.993 3.622  -0.538
C 5.232 4.502 -4.267  0.140
O -3.917 -2.754 0.051  -0.467
H 5.228 6.447 -3.343  0.374
H 3.083 6.015 -2.152  0.403
H -0.922 0.676 2.916  0.441
C 0.172 3.566 -0.239  -1.566
H -9.115 -5.484 -0.012  0.367
C 8.714 1.905 -4.575  -0.227
H 2.771 2.257 -3.745  0.260
H -4.501 0.953 -3.837  0.338
H 2.054 -1.257 -1.093  0.523
H 1.279 2.014 0.802  0.247
C 1.708 -1.314 3.582  -0.183
H -1.156 0.586 5.332  0.418
C 6.659 -0.346 6.629  -0.403
C 2.052 -0.564 0.853  -0.825
C -3.138 -7.196 -3.931  -0.705
H 8.614 1.882 -3.495  0.361
H 8.958 2.157 -8.350  0.357
C -9.238 -2.522 2.356  -0.521
H -1.993 5.425 4.353  0.354
H -0.018 4.424 3.214  0.458
H 2.512 -1.858 3.097  0.308
N 8.178 2.966 -5.177  -0.378
C 1.002 2.263 -0.226  -0.220
H 4.907 2.505 -5.003  0.401
H 2.486 -1.562 0.995  0.454
H -2.298 -9.278 -1.408  0.368
C -0.336 5.437 2.986  -0.155
N 4.596 0.182 5.524  -0.396
H -4.552 -1.368 -1.983  -0.082
C 0.804 -0.583 2.847  0.439
C 4.632 -0.251 7.884  -0.567
H 0.617 4.343 0.393  0.336
C -1.044 7.974 2.353  -0.425
C -5.450 -1.647 -1.420  -0.287
C 0.608 -0.011 -1.007  -0.279
H 0.110 3.876 -1.289  0.349
H -2.132 -3.595 0.354  0.387
C 9.458 0.963 -6.629  -0.162
H -2.969 -4.209 -1.056  -0.071
N 0.203 1.207 -0.853  0.541
C 8.906 2.056 -7.275  -0.550
H 7.838 3.901 -6.969  0.350
C -2.761 -3.291 -0.496  0.157
H -1.289 8.988 2.071  0.362
H 6.547 -0.711 8.743  0.378
H 1.925 2.477 -0.778  0.330
H 0.647 7.819 1.028  0.365
C -8.764 -2.448 1.055  -0.122
C 4.716 5.502 -3.459  -0.745
H -0.848 3.305 0.077  0.524
H -0.721 1.494 -1.170  0.088
H -2.643 7.763 3.771  0.377
O -5.762 -0.671 -0.438  -0.523
H 6.388 0.082 4.536  0.354
C 3.350 3.173 -3.681  -0.153
N 0.398 6.075 2.073  -0.465
H 2.784 0.159 1.233  0.415
H -4.248 -5.382 -3.595  0.351
C 3.981 0.065 6.702  -0.199
H -6.321 -1.763 -2.070  0.507
H -8.397 -1.511 0.650  0.413
C 1.575 -1.351 4.949  -0.744
N -8.721 -3.488 0.221  -0.444
O -2.328 2.110 -3.252  -0.654
H -3.331 1.739 -1.120  0.360
C 6.001 -0.461 7.843  -0.201
H 9.782 0.045 -4.707  0.355
O -3.861 0.226 -3.768  -0.503
C 0.035 7.323 1.774  -0.170
H -5.955 -3.267 -0.121  0.072
C -3.801 -6.264 -3.148  0.061
O -2.066 -2.414 -1.384  -0.404
H 2.911 0.237 6.685  0.506
H -4.949 -0.431 0.018  0.336
H -3.058 -7.058 -5.000  0.372

Summary:
- Lowest unoccupied orbital energy: -2.841 eV
- Highest occupied orbital energy: -10.92 eV
- Frontier orbital gap: 0.2970 Ha
- Net charge: +1
- DFT total energy: -92850.6940 eV

=====

Record 2
A structure of composition C20H35Cl2N4O3PrS. Source: OMol25; level of theory: wB97M-V/def2-TZVPD.

Each line ends with the Mulliken spin population.
Element x y z (Å)
N 3.687 0.141 -1.140  0.002
H -0.382 -1.921 3.791  0.000
Cl 1.417 2.495 -0.212  -0.004
H -1.449 -5.256 1.402  0.000
C -1.991 0.900 0.464  -0.027
H -1.675 -5.536 -1.801  0.000
H -0.245 -6.020 -0.899  0.000
H 1.693 2.050 -6.083  0.000
C 1.202 3.522 -7.597  0.000
H -4.282 1.783 1.580  0.000
H -0.374 -1.886 6.408  0.000
H -2.088 -0.259 2.228  -0.001
C -0.569 -2.890 -0.481  0.000
H 3.599 -0.349 0.861  -0.001
C 0.994 2.353 -6.865  0.000
H 5.063 0.984 0.159  0.000
H 0.382 1.919 6.447  0.000
H 0.445 1.920 3.837  0.000
H -3.316 2.410 -0.340  0.000
H 2.072 4.144 -7.379  0.000
H -2.884 -4.821 0.428  0.000
H -1.882 1.268 -8.336  0.000
H -0.127 -4.730 -2.107  0.000
Pr 0.232 0.184 -0.651  2.028
C -3.817 1.001 2.187  -0.003
C 3.135 0.108 -2.501  0.001
H 1.871 1.752 5.580  0.000
O -0.804 -1.947 0.317  0.002
C -0.331 0.289 -6.374  0.000
N 0.180 1.179 4.501  0.000
H 5.595 0.918 -1.554  0.000
H 1.081 0.321 6.223  0.000
H 2.388 -0.690 -2.618  0.000
S 0.667 -0.071 2.210  0.000
H -3.652 1.401 3.193  0.000
C -0.930 -1.249 5.729  0.000
H 3.954 -0.059 -3.213  0.000
C -1.910 -4.465 0.794  0.000
C 4.748 1.108 -0.883  0.000
Cl -0.723 -0.352 -3.024  -0.007
H 4.382 2.133 -1.035  0.000
C -2.436 1.811 -0.596  0.002
H -1.092 -0.295 6.210  0.000
H 0.061 -2.719 -1.387  0.000
H 2.666 1.078 -2.736  -0.001
C 0.140 -0.015 3.825  0.000
N -0.263 -1.144 4.446  0.000
H -1.652 2.522 -0.889  -0.001
C -1.029 1.922 -8.148  0.000
C 0.296 3.896 -8.603  0.000
C -0.130 1.554 -7.140  0.000
C -0.821 3.090 -8.878  0.000
H -4.534 0.182 2.309  0.000
C -2.532 0.505 1.582  0.007
H -2.025 -3.547 1.374  0.000
H 0.459 4.812 -9.171  0.000
O 0.458 -0.139 -5.555  0.000
C 3.166 -0.565 -0.134  0.004
H -1.266 -0.263 -6.636  0.000
H -1.528 3.374 -9.658  0.000
C -0.762 -5.159 -1.331  0.000
H -1.887 -1.737 5.600  0.000
H -2.690 1.274 -1.520  -0.001
N -1.040 -4.130 -0.335  0.000
O 2.187 -1.350 -0.285  -0.001
C 0.912 1.279 5.753  0.000

Summary:
- Lowest unoccupied orbital energy (spin up / spin down): 0.398 / 0.398 eV
- Highest occupied orbital energy (spin up / spin down): -5.96 / -5.95 eV
- Frontier orbital gap (spin up / spin down): 0.2338 / 0.2334 Ha
- ⟨S²⟩: 2.0042
- DFT total energy: -83361.5247 eV
- 2S+1: 3
- Relative energy (zero: lowest compared OMol25 entry of this formula, charge and spin): 0.3779 eV

=====

Record 3
A structure of composition C7H11ClF5LuN2O4P2S. Source: OMol25; level of theory: wB97M-V/def2-TZVPD.

Each line ends with the Mulliken charge.
Element x y z (Å)
H -0.818 -1.769 -2.433  0.321
O -3.181 -0.389 1.865  -0.558
H -1.410 -2.909 -0.008  0.487
C -1.481 3.008 0.040  0.255
H -2.885 0.543 -1.702  -0.136
O 0.238 0.103 -0.184  -0.111
N 3.020 -1.955 -0.937  -0.565
C -1.054 -0.535 0.108  0.039
H 2.578 -2.641 -1.611  0.378
C 4.193 -0.104 0.942  0.063
C 2.865 0.456 0.095  -0.387
H 1.489 -0.646 -1.756  -0.116
H 3.181 1.062 -0.876  0.453
F -0.173 3.313 0.710  -0.158
P -2.363 -0.752 -1.265  0.633
Cl -0.525 -2.630 2.212  -0.047
H 1.771 -1.288 1.065  0.062
P 1.623 -0.970 -0.335  0.379
H 3.548 -1.273 -1.558  0.400
C -0.619 -2.118 0.402  -0.367
C 5.382 -0.746 1.400  -0.263
H 2.296 1.248 0.778  0.310
F -1.226 2.453 -1.309  -0.113
F -3.900 2.035 0.414  -0.142
C -2.512 2.136 0.969  0.842
H 6.130 -1.348 2.110  0.388
O 0.629 -2.424 -0.359  -0.457
F -2.156 4.341 -0.186  -0.216
Lu -3.800 2.897 -1.762  0.776
N -1.827 -1.548 -2.581  -0.724
O -0.977 0.600 2.732  -0.505
H -3.477 -1.505 -0.704  0.229
F -2.665 2.915 2.255  -0.190
S -1.896 0.438 1.468  1.044

Summary:
- Lowest unoccupied orbital energy: -11.771 eV
- Highest occupied orbital energy: -13.69 eV
- Frontier orbital gap: 0.0705 Ha
- Net charge: +2
- DFT total energy: -107711.5750 eV
- Relative energy (zero: lowest compared OMol25 entry of this formula, charge and spin): 8.5395 eV

=====

Record 4
A structure of composition C2H3N2S. Source: OMol25; level of theory: wB97M-V/def2-TZVPD.

Each line ends with the Mulliken spin population.
Element x y z (Å)
C -0.100 1.409 -0.141  0.544
S -1.656 -0.807 -0.095  0.568
H 0.699 0.923 0.823  0.031
H 0.468 -1.759 0.054  0.005
N -0.016 -0.972 -0.145  0.172
N -1.869 0.635 -0.060  0.703
H 1.727 0.326 -0.361  0.002
C 0.746 0.244 -0.075  -0.025

Summary:
- Lowest unoccupied orbital energy (spin up / spin down): -6.319 / -9.516 eV
- Highest occupied orbital energy (spin up / spin down): -12.98 / -16.64 eV
- Frontier orbital gap (spin up / spin down): 0.2446 / 0.2620 Ha
- Net charge: +1
- ⟨S²⟩: 2.0324
- DFT total energy: -15920.7067 eV
- 2S+1: 3
- Relative energy (zero: lowest compared OMol25 entry of this formula, charge and spin): 5.9460 eV

=====

Record 5
The molecule C2H6OS2. Source: OMol25; level of theory: wB97M-V/def2-TZVPD.

Each line ends with the Mulliken charge.
Element x y z (Å)
H 1.348 -0.280 1.209  0.338
S -2.979 0.588 -0.178  -0.327
H -0.357 1.495 -0.158  0.430
C 0.037 0.566 -0.575  -0.671
H -1.015 -0.341 1.629  0.150
S -1.344 -0.370 0.171  0.520
H 0.097 0.273 -1.562  0.387
C 1.506 -0.043 0.144  -0.850
H 1.797 -0.904 -0.513  0.280
O -1.285 -1.798 -0.111  -0.558
H 2.196 0.812 -0.057  0.302

Summary:
- Structure (SMILES): CC[S@H](=O)=S
- Lowest unoccupied orbital energy: 0.270 eV
- Highest occupied orbital energy: -9.37 eV
- Frontier orbital gap: 0.3542 Ha
- DFT total energy: -25886.6808 eV
- Relative energy (zero: lowest compared OMol25 entry of this formula, charge and spin): 2.0157 eV

=====

Record 6
A cluster of 4 separate species, C46H60N4O11 in total. Source: OMol25; level of theory: wB97M-V/def2-TZVPD.

Each line ends with the Mulliken charge.
Element x y z (Å)
C -3.003 -1.836 4.709  1.059
C 3.414 -6.789 -3.121  0.130
H -1.697 -2.461 6.476  0.336
O 4.203 7.568 -0.372  -0.593
H -5.720 0.077 2.098  0.253
H -1.233 -3.811 3.817  0.530
C 3.114 5.236 -4.370  -0.605
C -2.103 0.565 -2.359  -0.156
C 1.111 -1.504 1.636  0.554
H -1.320 1.867 -0.026  -0.622
O 4.375 -6.771 -1.009  -0.566
H -0.298 1.809 -3.149  0.370
H -6.047 2.111 0.941  0.333
H 1.344 -7.367 -3.463  0.426
C -3.886 -2.781 7.143  -0.871
C 2.441 -0.689 1.097  -0.347
H 3.547 -6.133 -6.936  0.362
C -1.615 -1.316 -0.389  0.559
H 5.701 2.352 -4.707  0.452
C 3.642 -1.500 0.263  -0.512
H -0.257 3.150 1.752  0.291
H -3.408 -1.358 -1.945  0.235
C -3.450 0.024 1.892  1.048
C 6.070 4.272 2.819  -0.417
H 1.009 1.764 1.969  0.044
C 2.244 -3.948 0.486  -0.437
H 6.362 3.681 3.686  0.388
H -1.101 3.267 -1.290  0.409
H -2.136 -3.293 0.620  0.258
C 6.476 3.880 1.543  -0.533
N 4.041 2.066 -2.575  0.957
N -6.953 0.220 -1.223  -0.197
H -3.564 0.582 2.914  0.338
H -4.834 -2.182 6.800  0.265
C -5.219 1.488 0.348  -0.262
O 0.069 -0.725 2.323  -0.051
C 2.273 -7.014 -3.905  -0.342
O -8.639 0.239 -3.034  -0.607
H 2.608 0.477 1.230  0.194
C 4.973 3.153 -4.602  -0.447
C 3.511 -6.323 -5.865  -0.367
C -3.047 -0.357 5.488  -1.331
C -2.280 -0.993 -1.880  -0.797
C -2.911 -1.544 2.047  -0.008
C -2.014 -1.943 3.364  1.011
H -1.699 -1.654 -2.687  0.275
H 4.405 -3.698 -0.679  0.287
C -0.641 2.260 -0.909  0.119
O 4.905 1.185 -2.693  -0.610
O -5.700 -2.031 4.342  -0.637
H -9.078 1.707 0.001  0.250
H 5.568 -5.759 -5.548  0.365
H -4.237 2.129 0.237  0.218
C 2.328 -6.776 -5.279  -0.452
H -4.211 -0.110 5.586  0.326
N 4.885 6.551 -0.569  1.020
C 3.099 4.191 -3.444  0.210
C -8.206 0.763 -1.883  0.422
C 4.648 -6.110 -5.084  -0.459
H -5.143 -0.790 0.420  0.082
C -0.467 -1.421 3.503  -0.642
H -2.563 -0.396 6.554  0.361
H -3.420 -2.226 8.070  0.270
C -0.593 1.180 -2.185  -0.538
H 4.557 -0.858 -0.133  0.254
H -2.570 -3.967 5.694  0.264
C 6.095 4.628 0.427  -0.160
H -8.496 2.968 -1.369  0.231
O 5.231 6.145 -1.688  -0.575
C 5.290 5.417 2.991  -0.442
C 0.837 2.573 -0.269  0.524
H 1.611 3.573 1.748  0.257
H 1.238 3.599 -0.694  -0.123
H 0.300 -2.262 3.858  0.296
H 2.396 6.049 -4.284  0.394
H 6.417 4.307 -0.562  0.443
H -0.463 -0.622 4.389  0.167
C 4.052 5.241 -5.404  -0.452
C -2.711 -2.840 5.974  -0.745
H 4.063 6.060 -6.120  0.387
H 2.362 4.202 -2.644  0.273
H 4.979 5.717 3.989  0.387
H -6.605 -0.564 -1.850  0.268
N 3.356 -7.013 -1.672  0.969
O 3.184 2.093 -1.680  -0.561
H 4.299 7.065 2.034  0.435
H -2.847 1.236 -1.747  -0.128
H 0.133 -3.767 1.648  0.113
C -9.059 1.963 -1.161  -0.745
H -4.130 -3.889 7.490  0.267
H 0.220 0.351 -1.951  0.192
C 5.306 5.773 0.602  -0.003
C 4.906 6.175 1.883  -0.346
O -1.943 -3.435 3.218  -0.685
O 2.289 -7.427 -1.194  -0.581
H -4.999 0.865 -1.916  0.085
H -0.656 -1.986 -0.625  0.376
H -6.231 2.262 -1.571  0.255
C 4.976 4.201 -5.524  -0.473
H 1.446 -6.941 -5.895  0.364
C 4.035 3.154 -3.560  -0.057
O -4.204 -2.227 2.387  -0.382
H -3.626 -2.308 0.022  0.481
H 1.646 1.748 -0.549  -0.004
C -2.579 -2.211 0.587  -1.034
H -2.344 0.606 -3.527  0.346
C -4.428 -2.048 3.860  0.062
H 5.702 4.211 -6.334  0.390
H -1.204 -0.327 0.081  -0.523
C 0.805 2.772 1.391  -0.817
C 4.605 -6.341 -3.708  -0.273
H 7.085 2.988 1.417  0.394
C -5.837 1.240 -1.157  -0.400
H 5.499 -6.168 -3.112  0.419
C -4.968 0.072 1.191  -0.382
H -2.509 0.493 4.878  0.331
C 3.559 -3.134 -0.062  -0.324
H -2.773 0.686 1.206  -1.484
C 1.053 -3.122 1.312  -0.084
H 2.134 -5.097 0.256  0.259
H -10.157 1.917 -1.567  0.296

Summary:
- Structure (SMILES): CCCCCCCC[C@@]1(CCCCNC(C)=O)OC(=O)[C@@](C)(CC)[C@]1(O)COc1ccccc1.O=[N+]([O-])c1ccccc1.O=[N+]([O-])c1ccccc1.O=[N+]([O-])c1ccccc1
- Lowest unoccupied orbital energy: -0.881 eV
- Highest occupied orbital energy: -8.29 eV
- Frontier orbital gap: 0.2723 Ha
- DFT total energy: -77130.2217 eV
- Relative energy (zero: lowest compared OMol25 entry of this formula, charge and spin): 14.9250 eV

=====

Record 7
A cluster of 2 separate species, C6H12O in total. Source: OMol25; level of theory: wB97M-V/def2-TZVPD.

Each line ends with the Mulliken spin population.
Element x y z (Å)
H -0.736 2.845 0.175  -0.071
H 2.514 1.090 -0.888  -0.008
H 1.278 -2.604 4.464  -0.005
H 1.840 2.726 -0.407  0.005
C -1.181 -0.470 -1.492  0.080
H 0.523 -2.802 3.217  -0.005
H -1.506 1.269 0.525  0.008
O 0.410 -2.514 4.120  0.017
H 2.275 1.535 0.799  0.040
C 0.043 0.265 -1.406  0.057
C -1.457 -1.281 -2.598  0.447
H 0.749 0.058 -2.213  0.042
H -0.254 1.958 1.543  0.010
H -0.595 -1.497 -3.220  -0.012
C 1.854 1.633 -0.207  0.035
H -2.422 -1.771 -2.601  -0.001
C -0.553 1.790 0.496  0.177
H -1.788 -0.536 -0.596  0.003
C 0.474 1.059 -0.340  0.179

Summary:
- Lowest unoccupied orbital energy (spin up / spin down): 3.234 / 3.173 eV
- Highest occupied orbital energy (spin up / spin down): 0.34 / -2.32 eV
- Frontier orbital gap (spin up / spin down): 0.1064 / 0.2019 Ha
- Net charge: -1
- ⟨S²⟩: 0.7736
- DFT total energy: -8461.7357 eV
- 2S+1: 2
- Relative energy (zero: lowest compared OMol25 entry of this formula, charge and spin): 1.1016 eV

=====

Record 8
The molecule C4H7NO2. Source: OMol25; level of theory: wB97M-V/def2-TZVPD.

Each line ends with the Mulliken charge.
Element x y z (Å)
H -2.499 0.393 0.932  0.273
H 1.048 -1.102 -1.635  0.304
O 0.684 -0.184 0.736  -0.348
H -1.197 1.469 1.531  0.225
H 1.150 0.439 -2.533  0.344
H 2.322 0.058 -1.273  0.316
C -0.573 -0.548 1.154  0.534
C 0.463 0.635 -0.428  0.349
N -0.975 -1.692 1.478  -0.673
H 0.849 1.651 -0.280  0.257
H -0.209 -2.354 1.384  0.270
O -0.957 0.744 -0.523  -0.403
C 1.261 -0.032 -1.553  -1.246
C -1.431 0.618 0.860  -0.202

Summary:
- Structure (SMILES): [H]/N=C1/CO[C@H](C)O1
- Lowest unoccupied orbital energy: 0.979 eV
- Highest occupied orbital energy: -10.16 eV
- Frontier orbital gap: 0.4095 Ha
- DFT total energy: -9845.4742 eV
- Relative energy (zero: lowest compared OMol25 entry of this formula, charge and spin): 1.8054 eV

=====

Which formula does entry 6 have?
C46H60N4O11